{
  "formula": "C19H23BrN4O",
  "method": "wB97M-V/def2-TZVPD",
  "elements": ["H", "H", "N", "C", "C", "C", "H", "C", "C", "H", "C", "H", "O", "H", "H", "H", "H", "H", "C", "H", "H", "H", "N", "C", "C", "H", "H", "N", "N", "C", "C", "H", "C", "C", "C", "C", "H", "H", "H", "H", "C", "Br", "C", "H", "H", "H", "C", "C"],
  "xyz": [[-2.990, -3.480, 1.760], [-4.629, 0.175, 1.763], [2.170, 1.250, -1.947], [-1.566, -2.145, 2.485], [4.334, 2.071, -1.079], [0.960, 0.538, -1.834], [0.136, -2.875, 3.560], [-1.019, -1.503, -2.024], [0.622, -0.235, -0.724], [-2.622, 0.648, 0.739], [4.554, 3.311, 1.015], [1.381, 2.232, 0.480], [0.539, 0.824, -5.330], [6.248, 2.860, -0.347], [2.734, 0.990, -2.737], [-1.386, -0.943, -4.025], [1.057, 2.907, -5.067], [-1.567, -1.459, 3.331], [-0.725, -0.743, -3.137], [-2.868, -3.534, 3.408], [-1.819, -2.266, -2.043], [2.659, 3.319, 2.175], [0.766, 2.608, -4.159], [3.169, 3.100, 1.240], [2.946, 1.888, -0.922], [5.226, 3.865, 1.644], [-3.172, -1.021, 0.197], [-0.427, -3.122, 2.674], [-0.728, -1.877, 0.336], [-4.098, -1.897, 2.523], [0.176, 0.396, -3.038], [-3.452, -0.029, 3.109], [0.527, 1.215, -4.191], [-2.741, -0.474, 1.025], [-2.895, -2.856, 2.601], [-3.794, -0.414, 2.145], [-0.659, -0.316, 1.756], [-1.222, -2.695, 0.180], [-5.006, -2.090, 1.888], [0.240, -2.999, 1.836], [-1.380, -1.140, 1.396], [5.173, 0.978, -2.417], [2.452, 2.320, 0.244], [-4.480, -1.866, 3.561], [1.185, -0.128, 0.278], [1.209, 3.068, -3.363], [5.135, 2.774, -0.178], [-0.357, -1.227, -0.787]],
  "e_lumo_ev": 0.5,
  "spin_multiplicity": 1,
  "de_lowest_kcal_mol": 50.4,
  "total_charge": 0,
  "smiles": "NC(=O)c1ccc(N[C@H]2CCCC[C@H]2N)cc1Nc1ccccc1Br",
  "homo_ev": -8.15,
  "energy_ha": -3606.0295
}